18
Properties=species:S:1:pos:R:3:forces:R:3 method="wB97M-V/def2-TZVPD" homo_lumo_gap_ha=0.3381 total_energy_ha=-326.94170 lumo_energy_ev=0.98 multiplicity=1
C -0.293954 -0.849539 -1.237488 -1.0 2.0 0.6
N 0.360935 0.485704 -0.963007 -0.8 -0.9 -1.4
C -0.016491 1.111566 0.306319 3.8 1.5 -2.3
C 1.640478 1.021711 1.294522 -6.0 -3.0 -0.6
C 0.921866 -0.343818 1.548385 4.2 0.1 3.6
O 0.009650 -0.613058 2.297804 -0.5 0.4 -0.4
C -1.833503 -0.668179 -0.982226 -0.1 -2.1 -1.5
H -0.217010 -1.150739 -2.316637 0.6 0.4 1.2
H 0.207925 -1.518366 -0.533041 -0.6 -0.8 -0.4
H 1.338702 0.288190 -1.137957 0.0 0.8 0.4
H -0.936371 0.628162 0.591858 0.1 0.6 1.1
H 0.043993 2.214848 0.213875 -0.9 -0.8 0.0
H 2.319140 0.878963 0.458036 0.4 1.0 0.7
H 1.507176 1.698546 2.138086 0.8 0.2 -0.5
H 1.689362 -1.154614 1.418594 -0.8 -0.4 -1.4
H -2.212320 0.336356 -1.138867 0.4 0.3 0.5
H -2.274914 -1.187634 -1.863285 -0.2 0.0 0.7
H -2.254668 -1.178095 -0.094968 0.4 0.6 -0.3